This record from the Open Molecules 2025 dataset describes a structure of composition C16H16As2Cl4LuO2 in a non-equilibrium geometry. The level of theory is the ωB97M-V functional and the def2-TZVPD basis.

Last column: natural (NBO) charge in e.
CARTESIAN COORDINATES (ANGSTROEM)
Lu -8.68042 8.40513 6.60251  2.12
Cl -9.98955 14.61078 9.01543  0.11
C -10.28348 13.05549 8.51591  -0.13
C -11.41627 12.65469 7.77037  -0.06
Cl -12.81356 13.73637 7.67304  0.03
C -11.40311 11.53984 6.94013  -0.10
Cl -12.69142 11.15610 5.84601  0.05
C -10.24877 10.74128 6.95003  0.20
O -10.13318 9.74078 6.02774  -0.91
C -9.23487 10.90413 7.92674  0.23
O -8.29494 9.97421 7.98687  -0.89
C -9.30031 12.07478 8.76318  -0.11
Cl -8.10459 12.21500 9.97706  0.06
C -5.23823 5.67170 6.38928  -0.92
As -6.43133 6.79132 7.40573  0.76
C -5.15150 7.75628 8.43285  -0.94
C -7.07147 5.48398 8.72681  -0.32
C -6.24936 4.75852 9.57396  -0.15
C -6.80197 3.81306 10.51200  -0.17
C -8.17557 3.58847 10.50539  -0.19
C -8.99376 4.35855 9.66126  -0.19
C -8.46818 5.27692 8.74622  -0.35
As -9.71972 6.26754 7.63430  0.73
C -10.61485 4.99874 6.50929  -0.93
C -11.11955 6.67174 8.92436  -0.90
H -4.37040 5.42556 6.94639  0.24
H -4.97793 6.13720 5.42225  0.25
H -5.81491 4.75432 6.17873  0.25
H -5.50990 8.74368 8.51115  0.26
H -4.22585 7.60296 7.85431  0.25
H -5.04344 7.40252 9.49726  0.26
H -5.18238 4.91495 9.55605  0.22
H -6.22468 3.24513 11.23013  0.24
H -8.59498 2.80759 11.08734  0.24
H -10.10590 4.26391 9.78410  0.22
H -11.43306 5.42808 5.93198  0.27
H -10.88037 4.08306 7.03464  0.26
H -9.80007 4.73027 5.74863  0.24
H -11.88902 5.90155 8.78890  0.25
H -11.50441 7.71310 8.77380  0.27
H -10.59781 6.62890 9.85185  0.25

Calculated values
Total energy (eV): -226327.640
Orbital gap (eV): 5.70
Strongest force on any atom (eV Å⁻¹): 4.01
Energy relative to the best compared isomer or geometry (same formula, charge and spin) (kcal/mol): 0.0
Charge: +1
HOMO (eV): -10.135